ORCA calculation (ωB97M-V/def2-TZVPD) on C20H36As3O3Pb as an isolated structure.

The charge is +3. The HOMO energy (spin up / spin down) comes out at -16.96 / -17.07 eV. The LUMO energy (spin up / spin down) comes out at -10.83 / -11.04 eV. The energy relative to the best compared isomer or geometry (same formula, charge and spin) comes out at 0.000 eV.

Cartesian coordinates (Å):
Pb -1.079 -0.812 -1.692
C 3.068 -0.649 -2.547
As 1.670 -0.175 -1.248
C 2.019 1.737 -1.083
C 2.565 -0.874 0.427
C 1.812 -1.855 1.329
C 1.287 -3.065 0.564
C 0.676 -1.159 2.085
As -1.038 -0.731 1.077
C -1.441 1.025 1.820
C -2.335 -1.857 2.001
C 2.799 -2.326 2.440
As 4.236 -3.702 2.069
C 3.432 -5.481 2.058
C 5.111 -3.566 0.317
H 4.039 -0.264 -2.227
H 2.826 -0.204 -3.514
H 3.133 -1.730 -2.676
H 3.057 1.925 -0.809
H 1.353 2.184 -0.349
H 1.823 2.192 -2.053
H 2.853 0.007 1.010
H 3.485 -1.351 0.076
H 0.479 -2.781 -0.119
H 0.897 -3.811 1.257
H 2.079 -3.519 -0.032
H 1.024 -0.211 2.505
H 0.329 -1.784 2.913
H -1.407 1.006 2.911
H -2.444 1.316 1.508
H -0.734 1.766 1.448
H -2.273 -1.711 3.081
H -2.172 -2.910 1.768
H -3.336 -1.583 1.665
H 2.252 -2.785 3.268
H 3.321 -1.455 2.843
H 2.794 -5.628 2.927
H 4.230 -6.223 2.095
H 2.866 -5.636 1.140
H 5.644 -2.624 0.200
H 4.388 -3.699 -0.488
H 5.841 -4.375 0.259
C -1.204 6.473 -1.617
O -2.527 5.998 -1.731
C -2.790 4.712 -1.644
C -4.176 4.371 -1.685
C -4.579 3.060 -1.540
C -3.664 2.017 -1.378
C -4.129 0.656 -1.080
C -5.577 0.329 -1.188
O -3.334 -0.226 -0.725
C -2.233 2.338 -1.438
O -1.299 1.458 -1.414
C -1.858 3.694 -1.520
H -1.268 7.559 -1.592
H -0.597 6.170 -2.476
H -0.734 6.103 -0.701
H -4.889 5.173 -1.800
H -5.637 2.855 -1.519
H -6.163 0.878 -0.453
H -5.716 -0.739 -1.019
H -5.960 0.596 -2.172
H -0.800 3.902 -1.530

Forces on atoms 1 to 2 (eV/Å):
-0.6420 -0.1070 -0.4653
-0.2605 -0.0302 -0.1478